Record 1
{"formula": "C24H34N3O3", "method": "the ωB97M-V functional and the def2-TZVPD basis", "elements": ["C", "C", "O", "C", "C", "C", "C", "O", "C", "C", "C", "N", "C", "O", "C", "N", "C", "C", "N", "C", "C", "C", "C", "C", "C", "C", "C", "C", "C", "C", "H", "H", "H", "H", "H", "H", "H", "H", "H", "H", "H", "H", "H", "H", "H", "H", "H", "H", "H", "H", "H", "H", "H", "H", "H", "H", "H", "H", "H", "H", "H", "H", "H", "H"], "coordinates": [[-8.642, -2.190, -0.437], [-7.712, -1.088, 0.042], [-6.457, -1.276, -0.599], [-5.457, -0.409, -0.363], [-5.513, 0.683, 0.501], [-4.416, 1.511, 0.661], [-3.231, 1.283, -0.026], [-2.107, 2.059, 0.077], [-2.234, 3.371, 0.616], [-0.933, 4.109, 0.344], [-3.170, 0.180, -0.892], [-2.014, -0.070, -1.678], [-0.766, -0.250, -1.266], [0.197, -0.382, -2.006], [-0.513, -0.337, 0.249], [0.879, -0.785, 0.401], [1.600, -0.133, 1.516], [2.894, -0.921, 1.846], [3.406, -1.600, 0.688], [4.103, -0.796, -0.259], [3.562, -0.458, -1.495], [4.264, 0.359, -2.361], [5.500, 0.854, -1.994], [6.073, 0.500, -0.780], [7.431, 1.015, -0.421], [5.384, -0.351, 0.089], [6.037, -0.803, 1.360], [2.503, -2.632, 0.236], [1.019, -2.255, 0.460], [-4.268, -0.642, -1.058], [-8.232, -3.163, -0.181], [-8.760, -2.136, -1.515], [-9.615, -2.079, 0.033], [-7.585, -1.141, 1.131], [-8.120, -0.104, -0.222], [-6.411, 0.908, 1.052], [-4.500, 2.352, 1.328], [-2.423, 3.315, 1.696], [-3.072, 3.887, 0.135], [-1.018, 5.133, 0.692], [-0.723, 4.114, -0.722], [-0.105, 3.631, 0.862], [-2.149, -0.080, -2.683], [-1.214, -1.020, 0.729], [-0.643, 0.664, 0.671], [1.312, -0.512, -0.525], [1.841, 0.887, 1.212], [0.947, -0.102, 2.390], [2.691, -1.668, 2.620], [3.639, -0.228, 2.231], [2.607, -0.841, -1.827], [3.835, 0.615, -3.317], [6.036, 1.508, -2.665], [7.763, 1.754, -1.145], [7.426, 1.473, 0.567], [8.157, 0.203, -0.407], [7.068, -1.086, 1.164], [6.056, -0.005, 2.103], [5.519, -1.662, 1.775], [2.710, -3.551, 0.799], [2.698, -2.840, -0.816], [0.397, -2.703, -0.315], [0.667, -2.593, 1.437], [-4.225, -1.476, -1.739]], "charge": 1, "largest_force_ev_per_a": 0.91, "lumo_ev": -2.067, "gap_ev": 8.7}

Record 2
{"formula": "C24H34N3ReS5", "method": "the ωB97M-V functional and the def2-TZVPD basis", "elements": ["Re", "C", "C", "S", "C", "C", "S", "C", "C", "S", "C", "C", "S", "H", "H", "H", "H", "H", "H", "H", "H", "H", "H", "H", "H", "H", "H", "H", "H", "C", "N", "C", "S", "N", "C", "H", "H", "H", "H", "H", "H", "H", "H", "N", "C", "C", "C", "C", "C", "C", "C", "C", "C", "C", "C", "C", "C", "H", "H", "H", "H", "H", "H", "H", "H", "H", "H"], "coordinates": [[0.960, 1.002, 0.221], [0.915, 2.575, 3.301], [1.788, 3.562, 2.542], [1.297, 3.435, 0.798], [2.674, 3.993, -0.237], [2.299, 3.581, -1.653], [1.853, 1.819, -1.876], [3.475, 0.997, -2.048], [4.264, 0.881, -0.758], [3.186, 0.068, 0.461], [3.758, 0.644, 2.086], [2.676, 0.307, 3.100], [0.992, 0.875, 2.655], [-0.141, 2.842, 3.229], [1.179, 2.529, 4.358], [2.852, 3.371, 2.664], [1.574, 4.578, 2.873], [3.615, 3.568, 0.105], [2.734, 5.081, -0.180], [3.106, 3.787, -2.356], [1.419, 4.128, -1.992], [4.035, 1.531, -2.815], [3.227, 0.012, -2.448], [4.596, 1.845, -0.380], [5.136, 0.243, -0.905], [3.973, 1.710, 2.041], [4.673, 0.107, 2.335], [2.909, 0.725, 4.080], [2.580, -0.773, 3.221], [-3.366, -1.242, 1.502], [-2.464, -0.114, 1.236], [-2.573, 0.869, 0.354], [-1.298, 2.071, 0.191], [-3.623, 1.089, -0.411], [-4.966, 0.494, -0.381], [-2.809, -1.969, 2.088], [-3.668, -1.714, 0.571], [-4.238, -0.938, 2.074], [-1.656, -0.048, 1.834], [-3.479, 1.807, -1.105], [-5.323, 0.390, 0.638], [-4.984, -0.465, -0.895], [-5.632, 1.180, -0.897], [0.208, -0.485, -0.448], [-0.474, -1.514, -0.850], [-0.187, -2.806, -0.223], [-0.235, -3.982, -0.982], [0.071, -5.196, -0.390], [0.407, -5.249, 0.956], [0.458, -4.084, 1.718], [0.182, -2.867, 1.128], [-1.488, -1.326, -1.890], [-2.621, -2.153, -1.923], [-3.606, -1.937, -2.871], [-3.467, -0.909, -3.797], [-2.349, -0.081, -3.767], [-1.369, -0.278, -2.813], [-0.478, -3.939, -2.035], [0.049, -6.102, -0.980], [0.632, -6.202, 1.416], [0.707, -4.140, 2.769], [0.204, -1.958, 1.719], [-2.733, -2.950, -1.200], [-4.477, -2.579, -2.900], [-4.228, -0.760, -4.553], [-2.239, 0.705, -4.503], [-0.493, 0.357, -2.800]], "charge": 3, "multiplicity": 2, "largest_force_ev_per_a": 0.54, "lumo_ev": [-9.462, -10.544], "gap_ev": [6.7, 6.2]}

Record 3
{"formula": "C24H34N4O10P3TeTl", "method": "the ωB97M-V functional and the def2-TZVPD basis", "elements": ["Tl", "N", "C", "C", "P", "O", "O", "O", "P", "O", "O", "O", "H", "H", "H", "H", "H", "H", "H", "H", "N", "C", "C", "C", "C", "C", "C", "C", "C", "C", "C", "C", "C", "H", "H", "H", "H", "H", "H", "H", "H", "H", "H", "N", "C", "O", "C", "C", "C", "C", "N", "C", "H", "H", "H", "H", "H", "H", "C", "C", "O", "P", "O", "Te", "O", "C", "C", "H", "H", "H", "H", "H", "H", "H", "H", "H", "H"], "coordinates": [[-0.757, -1.126, -0.206], [-4.029, 1.181, 2.549], [-2.590, 1.710, 2.599], [-2.556, 2.857, 3.600], [-1.800, 0.160, 3.303], [-0.299, 0.602, 3.631], [-2.643, -0.012, 4.535], [-1.807, -0.899, 2.247], [-2.466, 2.332, 0.848], [-1.101, 3.148, 0.764], [-3.626, 3.279, 0.764], [-2.459, 1.110, -0.022], [-4.216, 0.776, 3.478], [-4.035, 0.441, 1.840], [-4.638, 1.948, 2.251], [-2.815, 2.504, 4.600], [-3.219, 3.664, 3.281], [-1.540, 3.251, 3.631], [0.320, -0.128, 3.337], [-0.314, 2.557, 0.629], [1.139, 1.569, 1.082], [2.489, 1.930, 1.044], [2.976, 2.767, 2.052], [4.304, 3.145, 2.101], [5.173, 2.691, 1.119], [4.685, 1.879, 0.106], [3.346, 1.482, 0.012], [2.939, 0.562, -1.114], [3.744, 0.617, -2.267], [3.612, -0.302, -3.293], [2.651, -1.297, -3.178], [1.805, -1.292, -2.077], [1.872, -0.373, -1.020], [1.029, 0.755, 0.454], [0.861, 1.309, 2.025], [2.277, 3.102, 2.810], [4.659, 3.781, 2.904], [6.225, 2.948, 1.147], [5.389, 1.495, -0.621], [4.477, 1.408, -2.384], [4.234, -0.223, -4.177], [2.541, -2.049, -3.955], [1.037, -2.069, -2.057], [0.739, 3.499, -6.813], [1.029, 2.578, -5.820], [2.083, 1.979, -5.832], [-0.029, 2.359, -4.788], [-1.287, 2.950, -4.854], [-2.198, 2.710, -3.847], [-1.822, 1.880, -2.796], [-0.627, 1.300, -2.722], [0.251, 1.533, -3.696], [1.548, 3.766, -7.350], [0.088, 4.238, -6.612], [-1.576, 3.581, -5.687], [-3.181, 3.161, -3.856], [-2.482, 1.682, -1.957], [1.222, 1.060, -3.607], [5.265, -1.914, 2.202], [4.053, -1.630, 1.337], [3.154, -2.748, 1.354], [1.864, -2.728, 2.317], [1.462, -1.333, 2.645], [0.338, -4.270, 1.360], [2.458, -3.325, 3.714], [3.001, -4.636, 3.764], [3.639, -4.820, 5.125], [5.998, -1.110, 2.092], [5.734, -2.855, 1.906], [4.980, -1.983, 3.254], [4.329, -1.481, 0.294], [3.530, -0.735, 1.672], [3.738, -4.764, 2.965], [2.203, -5.365, 3.597], [4.453, -4.107, 5.269], [4.040, -5.832, 5.222], [2.900, -4.659, 5.911]], "charge": -2, "largest_force_ev_per_a": 0.57, "lumo_ev": 4.014, "gap_ev": 5.6}

Record 4
{"formula": "C24H34N6O3", "method": "the ωB97M-V functional and the def2-TZVPD basis", "elements": ["C", "H", "H", "H", "C", "C", "H", "H", "H", "C", "C", "N", "N", "O", "C", "H", "C", "N", "N", "O", "C", "C", "N", "N", "O", "C", "H", "H", "H", "H", "H", "H", "C", "C", "C", "C", "C", "C", "C", "H", "H", "H", "H", "H", "H", "H", "H", "H", "C", "C", "C", "C", "C", "C", "C", "H", "H", "H", "H", "H", "H", "H", "H", "H", "H", "H", "H"], "coordinates": [[2.003, -4.658, 1.343], [2.764, -5.432, 1.392], [2.386, -3.844, 0.735], [1.135, -5.068, 0.834], [1.637, -4.191, 2.751], [2.880, -3.725, 3.507], [3.554, -4.563, 3.667], [3.417, -2.968, 2.941], [2.611, -3.316, 4.479], [0.540, -3.117, 2.723], [1.030, -1.764, 2.216], [-0.071, -0.862, 1.937], [-1.262, -1.261, 2.241], [-2.216, -0.516, 1.969], [0.182, 0.432, 1.319], [-0.770, 0.973, 1.419], [0.539, 0.309, -0.179], [-0.293, -0.582, -0.946], [0.206, -1.866, -1.090], [1.401, -2.078, -0.777], [-1.713, -0.332, -1.062], [-2.449, -1.666, -1.036], [-1.805, -2.518, -2.012], [-0.500, -2.813, -1.610], [-0.019, -3.947, -1.793], [-2.540, -3.698, -2.407], [-3.421, -3.371, -2.953], [-1.903, -4.294, -3.057], [-2.839, -4.309, -1.549], [-2.429, -2.100, -0.026], [-3.489, -1.530, -1.328], [-2.044, 0.266, -0.206], [-2.011, 0.435, -2.365], [-1.322, 1.770, -2.378], [-1.794, 2.805, -1.578], [-1.147, 4.027, -1.555], [-0.020, 4.230, -2.333], [0.457, 3.206, -3.132], [-0.190, 1.983, -3.154], [0.187, 1.185, -3.776], [1.335, 3.359, -3.741], [0.482, 5.185, -2.318], [-1.523, 4.823, -0.931], [-2.676, 2.652, -0.973], [-1.685, -0.170, -3.211], [-3.091, 0.579, -2.433], [0.476, 1.304, -0.624], [1.561, -0.061, -0.286], [1.272, 1.230, 2.046], [1.263, 2.660, 1.578], [0.282, 3.535, 2.028], [0.260, 4.850, 1.599], [1.220, 5.306, 0.712], [2.196, 4.440, 0.252], [2.216, 3.125, 0.682], [2.985, 2.455, 0.323], [2.948, 4.789, -0.440], [1.208, 6.335, 0.383], [-0.504, 5.521, 1.963], [-0.465, 3.186, 2.727], [1.072, 1.198, 3.120], [2.248, 0.783, 1.856], [1.592, -1.903, 1.287], [1.682, -1.298, 2.959], [0.119, -2.991, 3.723], [-0.264, -3.466, 2.074], [1.218, -5.049, 3.291]], "largest_force_ev_per_a": 1.33, "lumo_ev": 0.735, "gap_ev": 8.4}

Values for energy relative to the best compared isomer or geometry (same formula, charge and spin), kcal/mol, ordered as above
3.6 2.4 0.0 237.3